{"formula": "C14H52F3N12O15SY", "method": "ωB97M-V/def2-TZVPD", "total_charge": 2, "e_lumo_ha": -0.4131, "gap_ev": 1.20, "homo_ev": -12.443, "energy_ha": -3085.5098, "symbols": ["Y", "C", "F", "F", "F", "S", "O", "O", "O", "C", "C", "C", "O", "C", "N", "H", "H", "H", "H", "H", "H", "H", "H", "H", "H", "H", "C", "C", "C", "O", "C", "N", "H", "H", "H", "H", "H", "H", "H", "H", "H", "H", "H", "O", "H", "H", "O", "H", "H", "O", "H", "H", "O", "H", "H", "O", "H", "H", "C", "O", "N", "N", "H", "H", "H", "H", "C", "O", "N", "N", "H", "H", "H", "H", "C", "O", "N", "N", "H", "H", "H", "H", "C", "O", "N", "N", "H", "H", "H", "H", "C", "O", "N", "N", "H", "H", "H", "H"], "positions_angstrom": [[4.06, -3.03, -5.34], [-0.44, -2.34, -0.41], [0.38, -1.76, 0.51], [0.02, -3.61, -0.49], [-1.72, -2.14, -0.09], [-0.12, -1.45, -2.17], [1.18, -1.90, -2.58], [-1.24, -1.99, -2.96], [-0.31, -0.01, -2.00], [3.44, 9.77, -1.04], [2.57, 8.95, -0.12], [2.52, 7.49, -0.35], [1.35, 6.99, 0.20], [1.15, 5.60, 0.03], [2.91, 9.21, 1.27], [4.46, 9.45, -0.83], [3.40, 10.76, -0.57], [3.19, 9.80, -2.10], [1.58, 9.33, -0.34], [3.43, 6.91, -0.19], [2.43, 7.52, -1.44], [1.97, 4.94, 0.28], [0.83, 5.36, -0.99], [0.38, 5.23, 0.71], [2.07, 8.95, 1.75], [2.93, 10.21, 1.42], [4.69, 0.01, 5.95], [4.11, 1.35, 5.51], [3.54, 1.25, 4.09], [4.42, 0.80, 3.10], [5.34, 1.82, 2.73], [3.04, 1.79, 6.39], [5.42, -0.37, 5.22], [4.02, -0.85, 6.03], [5.10, -0.09, 6.95], [4.81, 2.17, 5.65], [3.10, 2.19, 3.77], [2.65, 0.62, 4.16], [4.84, 2.71, 2.35], [5.99, 1.41, 1.95], [5.98, 1.99, 3.60], [3.07, 1.38, 7.32], [2.14, 1.40, 6.14], [-0.18, 2.23, -6.12], [-0.46, 1.89, -5.27], [-0.93, 2.09, -6.70], [-0.78, -3.47, 4.56], [-0.77, -3.10, 3.68], [-1.32, -4.26, 4.48], [-4.21, -5.38, 2.53], [-3.73, -6.04, 2.03], [-4.63, -4.83, 1.86], [5.92, -1.31, -2.84], [6.04, -1.62, -1.95], [6.67, -0.74, -3.00], [3.80, 0.72, -5.56], [3.02, 1.25, -5.73], [4.44, 1.34, -5.21], [-7.95, 1.14, 2.05], [-8.89, 0.44, 1.76], [-6.67, 0.82, 1.77], [-7.95, 2.25, 2.83], [-6.32, 0.03, 1.25], [-5.97, 1.41, 2.22], [-8.71, 2.45, 3.46], [-7.23, 2.95, 2.73], [-6.82, -3.20, -1.66], [-6.24, -3.48, -0.57], [-7.99, -2.60, -1.62], [-6.37, -3.37, -2.91], [-8.18, -2.18, -2.52], [-8.37, -2.23, -0.76], [-5.52, -3.91, -2.88], [-6.98, -3.43, -3.71], [0.10, -6.29, -4.21], [0.75, -5.37, -4.68], [0.60, -7.43, -4.20], [-1.13, -6.18, -3.77], [1.51, -7.66, -4.56], [-0.02, -8.18, -3.93], [-1.48, -5.24, -3.82], [-1.75, -6.92, -3.47], [-4.62, 2.04, -3.51], [-5.23, 3.04, -3.89], [-4.41, 1.02, -4.28], [-4.16, 1.85, -2.32], [-4.54, 1.11, -5.28], [-3.72, 0.36, -3.96], [-4.45, 2.52, -1.62], [-3.25, 1.42, -2.32], [3.31, -7.59, 2.13], [3.84, -6.59, 1.73], [3.80, -8.52, 2.86], [2.07, -7.79, 1.86], [3.30, -9.38, 3.06], [4.81, -8.47, 2.95], [1.65, -8.41, 2.54], [1.58, -7.06, 1.39]], "lowdin_charge": [1.702, -0.564, 0.096, 0.111, 0.140, 0.492, -0.324, -0.301, -0.286, -0.042, -0.472, -0.227, -0.137, -0.096, 0.105, 0.089, 0.081, 0.092, 0.153, 0.141, 0.131, 0.084, 0.092, 0.090, 0.089, 0.086, -0.049, -0.403, -0.226, -0.169, -0.078, 0.089, 0.080, 0.085, 0.082, 0.140, 0.123, 0.131, 0.091, 0.087, 0.090, 0.090, 0.084, -0.050, 0.021, 0.034, -0.050, 0.017, 0.029, -0.050, 0.024, 0.022, -0.086, 0.054, 0.048, -0.082, 0.042, 0.044, -0.694, 0.066, 0.144, 0.147, 0.110, 0.095, 0.117, 0.102, -0.699, -0.003, 0.174, 0.155, 0.111, 0.128, 0.109, 0.115, -0.828, -0.043, 0.186, 0.196, 0.135, 0.129, 0.122, 0.126, -0.779, 0.086, 0.183, 0.195, 0.129, 0.112, 0.134, 0.118, -0.848, 0.053, 0.180, 0.162, 0.123, 0.131, 0.115, 0.123]}